219
Properties=species:S:1:pos:R:3:mulliken_charge:R:1 method="wB97M-V/def2-TZVPD" spin_multiplicity=1 e_homo_ev=-9.070 total_charge=0 gap_ev=9.63
O -3.789 3.635 2.744 -0.56
H -3.265 -0.703 -1.887 -0.44
H 0.495 -4.514 -4.334 0.42
H -3.579 -7.152 3.615 0.40
H -0.946 0.407 2.228 -0.44
H 2.861 0.083 -2.696 -0.55
H 0.395 -0.066 -3.128 -1.26
O -0.458 4.159 -1.398 0.63
O -4.589 0.392 -4.363 -0.38
C -1.969 4.880 -2.988 0.38
H 3.750 2.500 2.581 -0.66
C 3.220 6.559 1.479 0.97
O -0.433 1.351 5.419 -0.47
C 3.761 -1.074 3.435 1.03
H -0.019 3.939 -3.385 -0.05
H -5.876 1.645 -0.712 0.60
C -2.690 -0.970 -7.317 -0.53
H 3.726 -5.135 -0.158 0.39
H -3.286 -2.912 5.229 0.32
H 0.695 4.563 0.700 -0.38
C -0.166 3.507 6.335 -1.52
H 2.281 0.386 -5.111 0.47
O -0.676 1.350 -5.904 -0.53
H 4.234 -0.272 -1.552 -1.31
C -5.725 2.500 -4.226 -0.66
H -0.800 1.964 2.961 -0.50
H 4.325 4.024 -2.871 0.53
O 5.711 3.850 4.916 -0.45
C -1.648 -3.853 1.323 -0.16
H -3.342 -5.534 4.120 0.25
H 1.155 0.373 1.575 -1.32
C -2.454 5.315 -1.631 -0.80
C -4.545 -4.936 -2.347 -0.57
H -0.044 -3.886 -6.633 0.37
H -5.217 5.834 0.870 0.33
C 1.488 -3.070 -1.268 2.41
H 3.657 3.642 4.799 0.25
H -4.757 0.336 -0.257 -0.23
H -4.514 -3.201 0.576 -0.19
H -0.548 -0.468 4.769 0.00
C 0.250 2.540 5.346 0.61
H -3.317 -0.443 -6.567 -0.01
C 1.212 4.339 1.659 1.55
H -2.200 6.352 -1.506 0.39
H 4.009 -2.912 -1.170 -0.40
H 2.578 5.463 -1.593 0.50
H 8.594 -3.438 1.169 0.33
H 7.854 0.843 0.611 0.44
H -1.948 -6.613 4.119 0.31
H -3.218 -1.021 -8.250 0.42
C 0.677 0.937 -0.457 1.02
C 4.540 3.091 4.525 -0.24
C -1.358 0.150 -1.223 0.59
H 1.113 -0.929 -5.279 -0.32
H -3.655 2.047 -3.669 -0.97
H 2.312 -0.295 0.384 -0.40
H 6.170 1.332 0.450 0.17
H 0.088 1.795 -0.179 0.23
C -1.035 -2.531 1.749 2.74
H -3.650 6.183 1.344 0.20
C -2.246 -0.991 -1.712 0.29
C 1.402 5.564 2.428 -0.85
C 2.206 -2.536 4.655 -0.84
C -6.751 1.306 -4.053 -0.74
H 7.698 4.896 5.831 0.32
H -3.342 1.888 0.993 -0.48
C -0.879 0.985 -4.537 0.80
H -6.085 -2.492 0.584 0.42
H -4.808 -9.538 -2.008 0.27
H -1.203 3.855 6.123 0.27
C 2.776 4.405 -1.475 -0.12
H -1.480 1.703 -4.037 -0.89
H 0.880 0.318 4.144 -0.13
H 4.737 -1.351 2.972 -0.15
C 4.100 1.703 -2.243 0.42
H -5.939 3.073 -5.182 0.38
H 0.817 -5.071 -0.898 0.21
O 3.892 5.773 2.084 -0.58
O 1.189 2.712 4.582 -0.06
H 0.090 5.609 -2.792 0.28
O -4.042 -1.132 2.006 -0.17
H -1.498 4.999 0.239 0.21
H -2.329 3.906 -3.240 -0.73
H -2.179 0.971 3.377 0.10
O -4.607 -7.151 -1.501 -0.30
H -1.447 0.012 -4.507 -0.14
C -4.324 4.184 1.816 0.90
C 3.265 3.847 -2.763 -1.08
H -2.111 3.503 -0.462 -0.13
C 7.723 3.842 6.107 -1.22
H -6.164 -0.881 -4.254 0.39
H 1.222 -2.791 4.902 0.34
H -3.629 -4.466 -1.939 -0.18
C 6.335 -0.735 0.436 0.59
O -1.748 1.298 -1.257 -0.51
O -0.144 -0.199 -0.805 0.70
H -4.652 -0.368 4.231 0.20
H -2.156 5.614 -3.772 0.57
O 6.728 1.882 5.101 -0.59
C 1.238 0.154 -5.176 -0.09
H -2.147 -6.510 1.553 0.43
H 4.516 -0.081 -3.286 0.70
H -0.116 -2.262 1.132 -1.18
O 2.381 -3.106 -2.389 -0.39
C -0.669 -3.590 -5.758 -0.71
H 6.643 -3.005 -1.022 0.19
C -3.289 -1.889 4.888 -0.25
H -5.674 -0.105 -2.708 -0.21
C -4.804 -8.091 -0.456 0.27
C -1.077 0.921 3.174 1.00
C -5.365 -2.999 1.244 -0.82
C 6.713 3.092 5.361 0.91
C -4.852 -2.044 2.285 0.55
H -3.853 2.089 -5.312 0.54
H 1.500 -4.311 0.485 0.26
O 5.179 -1.113 0.181 -0.32
C 3.574 -3.667 -1.829 0.20
O 2.640 -1.448 5.488 -0.46
H 2.955 -5.770 -1.610 0.27
H 1.044 -2.844 -4.457 0.19
H -0.104 3.252 7.402 0.35
C -2.152 -2.342 -7.108 0.62
O -4.777 3.430 0.795 -0.44
C 3.082 -4.893 -0.987 -0.89
H 0.482 -2.785 -1.655 -0.60
H 1.666 -1.539 2.789 -0.94
H -4.233 -7.762 0.425 -0.10
H 2.787 -3.433 4.881 0.39
C 7.020 -2.985 0.005 0.25
H 2.642 4.174 -3.632 0.35
H 8.665 3.430 5.849 0.36
H -5.874 -3.829 1.675 0.43
C 0.570 0.856 -6.333 -0.70
H 2.115 3.795 1.452 -0.29
H 4.820 7.841 0.957 0.32
H 3.563 -0.131 2.886 -0.73
C -2.693 -5.812 2.171 0.27
O -1.279 -2.295 -6.021 -0.17
H -3.268 -9.350 -1.258 0.32
H 0.904 1.565 -3.480 -1.31
C 1.658 -4.416 -0.552 -0.38
H -3.655 -5.567 1.642 -0.14
C 6.795 0.552 0.889 -0.91
O -5.206 -2.291 3.503 -0.44
H -5.416 -1.611 5.312 0.28
H -0.682 -2.554 2.789 0.53
O 5.041 2.235 -1.636 -0.72
H 0.376 0.230 -7.220 0.38
H -3.541 5.245 -1.593 0.41
H -5.745 3.127 -3.368 0.25
H 2.711 -2.956 2.580 0.45
H 6.240 -3.463 0.643 0.15
H -4.917 1.550 1.668 0.92
H -4.514 -10.271 -0.413 0.41
H 5.476 2.211 2.824 -0.16
H 1.206 1.675 -6.710 0.27
C -1.668 4.452 -0.699 -0.42
C 3.918 0.262 -2.465 1.50
H 0.497 3.748 2.254 -0.35
C -4.879 1.397 -0.434 -0.08
H -4.261 1.634 -1.331 -0.48
O -1.950 -4.146 0.157 -0.66
H -2.004 -1.378 -2.715 -0.51
H 1.912 3.835 -1.142 -0.59
C 8.304 -3.656 0.138 -1.47
H 0.442 5.953 2.828 0.38
H 3.517 4.289 -0.681 0.41
H 3.191 8.646 1.079 0.33
C -4.373 1.774 -4.407 0.74
C 0.162 -3.467 -4.477 -0.44
O -5.664 -5.579 -0.294 -0.59
C -2.869 -6.326 3.585 -1.43
H 6.853 0.601 1.971 0.15
H 1.750 -2.319 -0.522 -1.56
O 7.341 -1.630 0.359 -0.38
C 3.746 7.727 0.777 -1.26
H 4.831 3.895 2.513 0.36
H 0.539 4.329 6.274 0.34
C 3.851 -1.038 4.948 -0.28
H -4.254 -5.465 -3.291 0.35
C 2.547 -2.065 3.173 1.06
C -4.425 2.019 0.865 0.11
O -1.943 -4.591 2.429 -0.24
O -2.346 -3.325 -7.724 -0.56
H 4.658 -1.670 5.344 0.36
H 9.120 -3.272 -0.466 0.33
C -4.543 5.670 1.684 -1.19
H -2.146 -1.790 -1.021 -0.28
C -0.192 0.436 4.336 0.36
C -5.852 0.095 -3.798 0.07
C -4.300 -9.395 -0.993 -1.28
H -7.349 1.170 -4.930 0.27
C -4.670 -1.401 4.554 -0.36
O 1.877 6.608 1.603 -0.45
H 7.538 3.725 7.172 0.28
C 0.453 0.681 -3.934 3.33
H 1.297 1.209 -1.307 -0.83
H -2.793 -1.239 5.588 0.42
H 4.553 2.132 5.029 0.19
H -5.307 -4.183 -2.499 0.33
H -1.437 -4.328 -5.589 0.43
H -4.860 6.152 2.600 0.39
H -2.772 -1.855 3.954 -0.30
H -0.456 -3.186 -3.652 -0.06
H 3.647 7.703 -0.327 0.25
H 2.219 1.496 0.790 0.15
H 2.083 5.400 3.244 0.39
H -5.838 -8.033 -0.089 0.32
H 8.163 -4.719 -0.020 0.41
C 1.649 0.586 0.625 0.89
O 3.085 2.412 -2.787 -0.09
H 4.222 -3.868 -2.661 0.57
H 4.026 -0.026 5.289 -0.10
C -5.014 -5.865 -1.265 0.83
H -1.745 -1.657 1.666 -1.23
H -1.747 -0.399 -7.410 0.01
C 4.670 2.905 3.006 0.67
C -0.516 4.672 -2.728 -0.41
H -7.517 1.472 -3.280 0.37